Entry 1:
C28H41BrCsF6I2N2O6S6 | the ωB97M-V functional and the def2-TZVPD basis

As for the total charge: -1. As for the LUMO energy: 1.843 eV. As for the total energy: -7830.52114 Eh. The highest occupied orbital energy comes out at -4.76 eV. For the energy above the lowest of the compared OMol25 structures with the same formula, charge and spin, the calculation gives 5.49 kcal per mole.

CARTESIAN COORDINATES (ANGSTROEM)
Cs1 0.223 0.247 0.271
C1 3.185 -4.515 -1.556
C2 3.708 -3.706 -0.373
S1 2.861 -2.118 -0.217
C3 4.134 -0.863 -0.475
C4 4.500 -0.596 -1.929
S2 3.085 -0.009 -2.916
C5 2.839 -1.357 -4.104
C6 2.296 -2.685 -3.573
S3 3.633 -3.870 -3.189
H1 2.101 -4.619 -1.498
H2 3.603 -5.524 -1.520
H3 4.780 -3.530 -0.463
H4 3.530 -4.263 0.549
H5 5.016 -1.131 0.111
H6 3.731 0.056 -0.037
H7 4.899 -1.486 -2.413
H8 5.262 0.184 -1.963
H9 3.764 -1.512 -4.663
H10 2.118 -0.939 -4.811
H11 1.658 -3.142 -4.332
H12 1.702 -2.525 -2.678
F1 -2.727 -3.071 2.364
C7 -1.845 -4.062 2.264
F2 -1.518 -4.457 3.496
F3 -2.428 -5.086 1.638
S4 -0.311 -3.496 1.364
O1 -0.330 -2.072 1.551
O2 0.749 -4.256 1.945
N1 -0.563 -3.937 -0.136
S5 -1.273 -2.921 -1.101
O3 -0.401 -1.924 -1.657
O4 -2.560 -2.472 -0.622
C8 -1.676 -4.023 -2.518
F4 -2.655 -4.866 -2.207
F5 -2.081 -3.256 -3.533
F6 -0.615 -4.722 -2.916
O5 -3.804 0.057 -0.608
C9 -4.252 0.134 0.741
C10 -4.594 1.579 1.061
C11 -3.370 2.499 1.183
C12 -2.637 2.318 2.485
C13 -2.910 3.110 3.599
C14 -2.203 2.895 4.771
C15 -1.244 1.896 4.806
C16 -1.047 1.150 3.656
N2 -1.724 1.347 2.529
H13 -3.309 -0.769 -0.707
H14 -3.479 -0.239 1.420
H15 -5.148 -0.483 0.873
H16 -5.179 1.610 1.985
H17 -5.243 1.949 0.261
H18 -3.686 3.541 1.096
H19 -2.684 2.293 0.360
H20 -3.655 3.892 3.531
H21 -2.390 3.509 5.644
H22 -0.655 1.698 5.691
H23 -0.304 0.357 3.638
Br1 4.350 -2.364 7.081
C17 4.157 -0.544 6.587
C18 4.792 0.409 7.372
C19 4.685 1.752 7.048
C20 3.950 2.139 5.937
C21 3.312 1.189 5.158
C22 3.406 -0.162 5.483
I1 2.406 -1.501 4.229
H24 5.368 0.089 8.229
H25 5.188 2.490 7.659
H26 3.881 3.181 5.652
H27 2.781 1.489 4.262
I2 2.843 2.486 1.552
C23 -4.759 1.796 -4.893
C24 -3.361 1.330 -4.498
C25 -2.847 2.084 -3.281
S6 -1.250 1.447 -2.730
O6 -0.971 2.096 -1.416
C26 -0.142 2.262 -3.942
C27 0.592 3.456 -3.345
C28 -0.301 4.675 -3.140
H28 -5.135 1.237 -5.750
H29 -4.760 2.856 -5.155
H30 -5.455 1.655 -4.065
H31 -2.676 1.456 -5.341
H32 -3.381 0.262 -4.267
H33 -3.483 1.902 -2.412
H34 -2.770 3.161 -3.449
H35 -0.741 2.550 -4.810
H36 0.560 1.487 -4.253
H37 1.419 3.698 -4.016
H38 1.040 3.164 -2.394
H39 -0.809 4.951 -4.069
H40 0.286 5.532 -2.810
H41 -1.050 4.474 -2.375

Löwdin population analysis, charges in e, atoms 1 to 6: 0.871, -0.546, -0.510, 0.808, -0.540, -0.521


Entry 2:
C3H8O2 | the ωB97M-V functional and the def2-TZVPD basis

As for the total charge: 0. Its structure (SMILES) is CC=O.CO. As for the LUMO energy: 0.814 eV. As for the total energy: -269.54347 Eh. The highest occupied orbital energy comes out at -9.82 eV. For the energy above the lowest of the compared OMol25 structures with the same formula, charge and spin, the calculation gives 32.26 kcal per mole.

CARTESIAN COORDINATES (ANGSTROEM)
C1 0.941 -1.214 -0.766
C2 2.263 -0.744 -0.232
O1 2.675 -0.980 0.878
H1 0.252 -1.355 0.071
H2 0.986 -2.102 -1.399
H3 0.496 -0.422 -1.379
H4 2.870 -0.126 -0.937
C3 -2.959 0.985 0.540
O2 -2.004 1.533 -0.360
H5 -3.959 1.316 0.279
H6 -2.920 -0.087 0.371
H7 -2.717 1.208 1.570
H8 -1.956 2.495 -0.279

Löwdin population analysis, charges in e, atoms 1 to 6: -0.059, -0.323, 0.034, 0.079, 0.081, 0.073


Entry 3:
C5H16NO4 | the ωB97M-V functional and the def2-TZVPD basis

As for the total charge: -1. As for the LUMO energy: 3.522 eV. As for the total energy: -555.78011 Eh. The highest occupied orbital energy comes out at -3.51 eV. For the energy above the lowest of the compared OMol25 structures with the same formula, charge and spin, the calculation gives 54.31 kcal per mole.

CARTESIAN COORDINATES (ANGSTROEM)
C1 -0.307 -1.287 -1.770
N1 -0.408 -0.625 -0.473
C2 0.812 -0.442 0.366
C3 0.487 -0.437 1.872
O1 1.173 0.464 2.720
C4 1.306 1.074 0.001
O2 2.132 1.653 0.887
C5 0.355 -0.494 -2.938
H1 -1.341 -1.504 -2.141
H2 0.175 -2.212 -1.523
H3 -0.795 0.316 -0.558
H4 1.458 -1.296 0.228
H5 -0.580 -0.162 2.042
H6 0.674 -1.415 2.355
H7 1.828 1.048 1.941
H8 1.818 0.681 -0.904
H9 0.360 1.627 -0.159
H10 -0.230 0.121 -3.601
H11 1.097 -1.145 -3.392
H12 1.046 0.231 -2.473
H13 -2.501 -1.310 0.313
H14 -3.280 0.004 0.675
O3 -3.362 -0.933 0.500
H15 0.188 2.041 2.107
H16 -1.402 1.697 2.080
O4 -0.702 2.307 1.847

Löwdin population analysis, charges in e, atoms 1 to 6: -0.267, -0.083, -0.264, -0.295, -0.244, -0.350


Entry 4:
C33H69N3O5P | the ωB97M-V functional and the def2-TZVPD basis

As for the total charge: 0. As for the LUMO energy (alpha / beta): 0.621 / 0.519 eV. As for the total energy: -2180.33143 Eh. The expectation value of S² is 3.762. The highest occupied orbital energy (alpha / beta) comes out at -7.67 / -7.84 eV. As for the multiplicity: 4. For the energy above the lowest of the compared OMol25 structures with the same formula, charge and spin, the calculation gives 0.00 kcal per mole.

CARTESIAN COORDINATES (ANGSTROEM)
C1 -3.523 3.828 -3.614
C2 -3.075 2.430 -3.261
O1 -3.257 1.919 -2.196
O2 -2.479 1.714 -4.247
C3 -1.506 2.332 -5.102
C4 -0.147 1.652 -4.920
C5 0.119 1.083 -3.521
C6 0.295 2.067 -2.348
P1 0.829 3.840 -2.732
H1 -4.414 4.050 -3.033
H2 -2.750 4.544 -3.331
H3 -3.718 3.938 -4.678
H4 -1.849 2.216 -6.131
H5 -1.451 3.402 -4.892
H6 -0.080 0.824 -5.629
H7 0.626 2.365 -5.220
H8 -0.712 0.413 -3.291
H9 1.008 0.453 -3.597
H10 1.067 1.679 -1.675
H11 -0.629 2.130 -1.759
H12 1.202 4.047 -1.379
H13 1.850 3.385 -3.611
H14 -0.507 4.196 -3.119
H15 1.224 5.228 -3.032
C7 -4.363 -2.762 0.560
C8 -3.210 -1.749 0.509
C9 -3.293 -0.857 -0.735
C10 -2.940 -1.577 -2.031
C11 -1.574 -2.250 -1.931
C12 -1.454 -3.198 -0.730
N1 -1.869 -2.431 0.494
O3 -0.929 -1.756 1.028
C13 -2.299 -4.456 -0.933
C14 -0.006 -3.634 -0.537
C15 -3.272 -0.893 1.768
H16 -5.192 -2.328 1.120
H17 -4.743 -3.023 -0.426
H18 -4.065 -3.679 1.069
H19 -2.609 -0.015 -0.612
H20 -4.298 -0.430 -0.793
H21 -3.709 -2.309 -2.297
H22 -2.923 -0.842 -2.839
H23 -1.355 -2.820 -2.839
H24 -0.801 -1.481 -1.838
H25 -2.317 -5.059 -0.024
H26 -1.840 -5.050 -1.725
H27 -3.322 -4.251 -1.233
H28 0.663 -2.781 -0.465
H29 0.288 -4.245 -1.393
H30 0.101 -4.230 0.370
H31 -3.149 -1.510 2.661
H32 -4.251 -0.410 1.812
H33 -2.504 -0.125 1.773
C16 -3.813 -0.101 5.622
C17 -2.318 0.122 5.899
C18 -1.461 -1.051 5.402
C19 -1.615 -2.316 6.241
C20 -1.352 -2.035 7.718
C21 -2.212 -0.895 8.280
N2 -2.044 0.289 7.368
O4 -1.027 1.007 7.635
C22 -3.675 -1.321 8.410
C23 -1.720 -0.490 9.665
C24 -1.895 1.406 5.194
H34 -4.068 0.338 4.658
H35 -4.090 -1.153 5.574
H36 -4.431 0.382 6.377
H37 -0.414 -0.736 5.420
H38 -1.716 -1.244 4.357
H39 -2.610 -2.751 6.105
H40 -0.906 -3.066 5.885
H41 -1.534 -2.929 8.320
H42 -0.299 -1.766 7.849
H43 -4.301 -0.470 8.681
H44 -3.744 -2.059 9.211
H45 -4.081 -1.777 7.513
H46 -0.661 -0.249 9.660
H47 -1.892 -1.322 10.351
H48 -2.266 0.381 10.029
H49 -2.454 2.261 5.577
H50 -2.109 1.296 4.129
H51 -0.835 1.605 5.322
C25 6.751 1.919 -2.302
C26 5.284 1.515 -2.509
C27 5.032 0.061 -2.084
C28 5.638 -0.966 -3.036
C29 5.176 -0.731 -4.471
C30 5.443 0.697 -4.966
N3 4.861 1.639 -3.949
O5 3.621 1.875 -4.116
C31 6.936 0.938 -5.186
C32 4.730 0.941 -6.291
C33 4.408 2.455 -1.691
H52 6.858 2.358 -1.310
H53 7.438 1.077 -2.358
H54 7.061 2.668 -3.029
H55 3.950 -0.096 -2.032
H56 5.424 -0.070 -1.072
H57 6.730 -0.950 -2.978
H58 5.334 -1.966 -2.721
H59 5.671 -1.427 -5.154
H60 4.101 -0.922 -4.539
H61 7.128 1.989 -5.406
H62 7.252 0.350 -6.048
H63 7.557 0.642 -4.347
H64 3.670 0.710 -6.226
H65 5.185 0.305 -7.052
H66 4.835 1.982 -6.600
H67 4.530 3.489 -2.019
H68 4.692 2.389 -0.639
H69 3.360 2.188 -1.788

Löwdin population analysis, charges in e, atoms 1 to 6: 0.013, -0.530, 0.116, -0.028, -0.180, -0.183


Entry 5:
C2H2O | the ωB97M-V functional and the def2-TZVPD basis

As for the total charge: 0. As for the LUMO energy (alpha / beta): -0.487 / -0.447 eV. As for the total energy: -152.47017 Eh. The highest occupied orbital energy (alpha / beta) comes out at -9.30 / -9.30 eV. For the energy above the lowest of the compared OMol25 structures with the same formula, charge and spin, the calculation gives 83.38 kcal per mole.

CARTESIAN COORDINATES (ANGSTROEM)
C1 2.248 0.992 0.628
C2 -0.330 0.302 0.445
O1 3.340 1.280 0.682
H1 -0.050 -0.764 0.491
H2 -0.321 0.574 -0.624

Löwdin charges, unit e, in atom order: 0.021, 0.079, 0.079, -0.090, -0.090


Entry 6:
C4H8O3 | the ωB97M-V functional and the def2-TZVPD basis

As for the total charge: 0. As for the LUMO energy: 0.464 eV. As for the total energy: -382.80772 Eh. The highest occupied orbital energy comes out at -9.95 eV. For the energy above the lowest of the compared OMol25 structures with the same formula, charge and spin, the calculation gives 98.58 kcal per mole.

CARTESIAN COORDINATES (ANGSTROEM)
O1 -2.306 1.341 -0.159
C1 -2.011 0.223 0.157
O2 -3.041 -0.607 0.587
C2 -0.613 -0.316 0.207
C3 0.452 0.566 -0.482
C4 1.931 -0.212 -0.133
O3 2.855 0.760 -0.371
H1 -3.001 -0.629 1.552
H2 -0.754 -1.291 -0.269
H3 -0.316 -0.585 1.234
H4 0.262 0.697 -1.559
H5 0.521 1.415 0.185
H6 1.796 -0.460 0.921
H7 1.860 -1.208 -0.602
H8 2.363 0.306 -1.266

Löwdin population analysis, charges in e, atoms 1 to 6: 0.137, -0.505, 0.054, -0.148, -0.101, -0.377